{"formula": "C18H32BN3O5SYb", "method": "ωB97M-V/def2-TZVPD", "species": ["C", "N", "C", "B", "O", "C", "C", "C", "C", "C", "C", "N", "O", "S", "O", "O", "O", "C", "C", "N", "C", "C", "C", "C", "C", "C", "C", "C", "H", "H", "H", "H", "H", "H", "H", "H", "H", "H", "H", "H", "H", "H", "H", "H", "H", "H", "H", "H", "H", "H", "H", "H", "H", "H", "H", "H", "H", "H", "H", "H", "Yb"], "xyz": [[2.7759, 2.3296, 0.8004], [2.9008, 0.8208, 0.9660], [4.3416, 0.5983, 1.4729], [2.8749, 0.0915, -0.3693], [4.0748, 0.3164, -1.2513], [1.6929, -0.9068, -0.9197], [0.6098, 0.1223, -1.5836], [-0.2884, 0.9883, -0.5253], [-0.6513, 2.4275, -1.2562], [-2.2302, 2.8593, -1.1314], [-3.1197, 2.5031, -2.4942], [-2.5578, 1.3507, -3.2998], [2.3437, -1.4718, -2.1491], [3.0755, -2.9503, -1.7164], [4.4923, -2.8776, -1.0701], [2.8649, -4.0298, -2.8250], [2.0765, -3.2429, -0.3661], [1.1504, -2.1403, 0.0636], [1.5792, -2.0602, 1.6791], [0.8285, -0.9966, 2.4468], [-0.2987, -2.7905, -0.3337], [-1.3149, -3.0899, 0.9105], [-2.3797, -1.8388, 1.2250], [-3.4817, -1.5232, 0.0149], [-4.6247, -0.3464, 0.1630], [-4.5928, 0.5174, 1.5904], [-3.5491, 0.2321, 2.8231], [-2.4173, -0.9782, 2.6194], [3.6857, 2.9402, 1.2116], [1.8323, 2.6446, 1.4603], [2.4960, 2.5568, -0.3174], [4.4401, 0.7055, 2.6345], [5.1153, 1.3187, 0.9301], [4.7221, -0.5030, 1.2146], [4.0279, 1.2951, -1.4909], [1.2397, 0.8860, -2.2509], [-0.0765, -0.5076, -2.3058], [-1.3357, 0.4394, -0.3762], [0.2291, 1.2345, 0.4943], [-0.0184, 3.2565, -0.7141], [-0.3137, 2.4091, -2.3775], [-2.2456, 4.0508, -1.0661], [-2.7628, 2.4818, -0.1474], [-3.0698, 3.4594, -3.1861], [-4.2302, 2.3196, -2.1461], [-2.3202, 0.5262, -2.6993], [-1.7212, 1.6498, -3.8779], [1.3102, -3.1011, 2.1987], [2.7615, -1.9665, 1.8169], [0.1956, -0.5461, 1.7508], [1.4916, -0.3234, 2.8896], [-0.9179, -2.1592, -1.1293], [-0.1101, -3.8401, -0.8709], [-0.8157, -3.4636, 1.8993], [-2.0220, -3.9835, 0.5523], [-3.4571, -2.1788, -0.9617], [-5.4035, -0.1473, -0.6984], [-5.3670, 1.3885, 1.7221], [-3.5043, 0.8209, 3.8337], [-1.6273, -1.2395, 3.4510], [1.5965, 3.6621, 3.0719]], "atomic_forces_ev_per_a": [[-0.4, -1.3, -0.6], [2.0, 2.4, 0.0], [1.8, -1.0, 0.2], [2.1, -0.3, -1.6], [-3.7, 1.6, 1.5], [0.1, 1.1, -0.2], [0.3, 0.1, 0.1], [-1.2, 0.3, -1.5], [-0.2, 0.1, 0.6], [0.0, 1.5, -0.2], [0.6, 0.5, 0.4], [0.4, 0.8, 0.6], [0.0, -2.6, 1.9], [2.4, -3.7, -0.1], [-5.6, 0.6, -2.7], [0.5, 5.1, 4.6], [0.7, 1.2, -1.6], [1.3, -1.4, -0.9], [0.2, -1.0, 0.3], [0.5, -0.1, -1.1], [-1.2, -0.3, -0.1], [-1.8, 0.1, 0.0], [-2.2, 2.3, 0.2], [-0.5, 2.3, 3.1], [3.8, -1.2, 3.5], [2.1, -2.1, -0.1], [0.7, -2.7, -4.2], [-2.4, 0.5, -3.3], [-1.3, -1.1, -1.0], [0.7, -0.9, -2.2], [0.4, 0.4, 2.4], [-0.4, -0.1, -2.0], [-1.6, -1.5, 1.2], [-1.0, 2.4, 0.6], [0.7, -1.7, 0.3], [-1.3, -1.7, 1.3], [1.4, 1.4, 1.4], [2.4, 1.0, 0.2], [-0.9, -0.9, -1.7], [-1.0, -1.3, -1.0], [-0.7, 0.1, 2.2], [0.0, -2.5, 0.0], [1.3, 0.4, -2.0], [-0.3, -2.1, 1.4], [2.3, 0.2, -0.9], [-0.3, 1.2, -0.8], [-1.5, -0.6, 1.2], [0.6, 2.1, -1.6], [-2.6, -0.1, -0.7], [0.6, 0.0, 1.2], [-0.8, -0.7, -0.9], [1.5, -1.1, 1.8], [-0.1, 2.5, 1.3], [-0.8, 0.9, -1.9], [1.6, 2.0, 0.8], [-0.1, 1.4, 2.2], [1.8, -0.4, 2.1], [1.6, -2.0, -0.3], [-0.5, -1.2, -2.3], [-1.8, 0.6, -1.8], [-0.2, 0.4, 1.0]], "nbo_charge": [-0.3726, -0.8337, -0.4767, 1.3491, -0.9409, -0.1492, -0.4516, -0.4552, -0.4079, -0.4539, -0.2225, -0.8400, -0.6527, 2.3064, -0.8149, -0.7666, -0.7020, 0.2719, -0.2519, -0.8548, -0.4645, -0.4666, -0.0323, -0.2460, -0.2143, -0.2336, -0.2496, -0.2572, 0.2198, -0.0737, 0.2878, 0.2059, 0.2190, 0.2884, 0.4859, 0.2292, 0.2730, 0.2764, 0.1590, 0.1516, 0.2303, 0.2091, 0.2239, 0.2129, 0.2156, 0.3525, 0.3666, 0.2406, 0.2224, 0.3762, 0.3447, 0.2289, 0.2856, 0.2450, 0.2598, 0.2450, 0.2667, 0.2428, 0.2373, 0.2524, 1.9032], "total_charge": 2, "spin_multiplicity": 1, "fmax_ha_per_bohr": 0.1346, "homo_lumo_gap_ev": 2.299}